Arrangement i

Entry from the Open Molecules 2025 dataset: 2 unconnected molecules or ions with the total composition C4H12O3 (ωB97M-V/def2-TZVPD).

XYZ file:
```
19
Properties=species:S:1:pos:R:3
O -1.796 0.069 1.167
O 2.761 0.937 -0.375
O -1.983 1.504 -1.199
C 1.466 0.951 0.154
C 0.116 -1.241 0.680
C -1.323 -1.089 0.502
C 1.017 -0.535 -0.294
H 0.380 -2.320 0.747
H -1.608 -1.160 -0.591
H -2.284 0.797 0.641
H 1.610 1.063 1.201
H 0.157 -0.681 1.685
H -1.847 -1.849 1.132
H 1.973 -1.144 -0.446
H -1.389 1.094 -1.880
H 0.348 -0.541 -1.155
H 3.330 0.012 -0.303
H -1.815 2.484 -1.263
H 0.886 1.647 -0.404
```

HOMO-LUMO gap   0.36753 Ha
LUMO energy   0.44 eV
Multiplicity   1

Here are the Löwdin charges for atoms 1 to 4, given in e: -0.125, -0.174, -0.085, -0.219

=====

Arrangement ii

Entry from the Open Molecules 2025 dataset: 3 unconnected molecules or ions with the total composition C4H12O3 (ωB97M-V/def2-TZVPD).

XYZ file:
```
19
Properties=species:S:1:pos:R:3
O -3.272 -0.061 -0.839
O -1.509 1.511 -2.362
O 2.853 -1.153 -1.299
C 0.855 -0.242 1.663
C 1.618 -0.260 0.559
C 1.737 -1.326 -0.475
C 0.072 0.961 2.096
H 1.845 -2.197 0.183
H -0.555 1.609 -2.304
H -1.739 0.844 -1.702
H 0.847 -1.137 2.285
H 2.528 -0.588 -2.005
H -0.243 1.641 1.323
H 0.911 -1.572 -1.141
H -4.111 0.299 -1.139
H -3.435 -0.970 -0.584
H -0.850 0.484 2.458
H 0.446 1.435 3.007
H 2.001 0.722 0.279
```

HOMO-LUMO gap   0.33649 Ha
LUMO energy   0.48 eV
Multiplicity   1

Here are the Löwdin charges for atoms 1 to 4, given in e: -0.042, -0.072, -0.061, -0.172

=====

What should be chosen as the least stable of them? Choose arrangement i.

=====

Arrangement i

Entry from the Open Molecules 2025 dataset: 2 unconnected molecules or ions with the total composition C5H10O4 (ωB97M-V/def2-TZVPD).

XYZ file:
```
19
Properties=species:S:1:pos:R:3
O -1.079 0.076 -0.577
O -1.071 0.689 1.917
O 0.578 -0.809 2.373
O 1.091 1.324 2.064
C 0.438 0.016 -0.534
C -1.992 -0.890 -1.043
C 1.036 -1.169 -0.797
C 0.143 0.365 1.854
C 1.006 1.278 -1.121
H 2.034 -1.198 -1.225
H -2.972 -0.620 -0.633
H 1.359 1.137 -2.146
H 1.854 1.614 -0.517
H 0.272 2.088 -1.099
H -2.028 -0.879 -2.138
H 0.629 2.164 1.898
H 0.655 -2.104 -0.411
H -1.756 -1.899 -0.690
H -0.196 -1.183 2.827
```

HOMO-LUMO gap   0.32810 Ha
LUMO energy   -0.08 eV
Multiplicity   1

Here are the Löwdin charges for atoms 1 to 4, given in e: -0.197, 0.058, 0.106, 0.106

=====

Arrangement ii

Entry from the Open Molecules 2025 dataset: 2 unconnected molecules or ions with the total composition C5H10O4 (ωB97M-V/def2-TZVPD).

XYZ file:
```
19
Properties=species:S:1:pos:R:3
O 1.141 -0.731 -0.338
O 0.748 -1.991 1.562
O -0.717 0.280 1.030
O 2.255 -0.319 0.426
C -0.044 2.643 0.319
C -0.452 -2.538 -0.410
C -0.435 1.308 -0.196
C 0.221 -1.582 0.534
C -0.983 1.029 -1.360
H -0.280 3.406 -0.422
H -0.012 0.281 1.694
H 0.248 -2.862 -1.177
H -0.606 2.915 1.212
H -0.748 -3.458 0.093
H 1.023 2.693 0.533
H 2.135 -0.866 1.246
H -1.292 1.830 -2.014
H -1.339 -2.116 -0.877
H -0.865 0.080 -1.855
```

HOMO-LUMO gap   0.37202 Ha
LUMO energy   0.67 eV
Multiplicity   1

Here are the Löwdin charges for atoms 1 to 4, given in e: -0.151, 0.060, -0.050, -0.028

=====

What should be chosen as the least stable of them? Choose arrangement ii.

=====

Arrangement i

Entry from the Open Molecules 2025 dataset: 2 unconnected molecules or ions with the total composition C7H13O (ωB97M-V/def2-TZVPD).

XYZ file:
```
21
Properties=species:S:1:pos:R:3
O 3.206 -0.194 -0.564
C -1.540 0.366 -0.834
C -0.128 -0.098 1.106
C 2.119 -0.739 0.007
C 1.121 0.354 0.499
C -2.720 -0.190 -1.595
C -2.565 -0.269 1.318
C -1.405 -0.006 0.556
H -3.129 0.585 -0.875
H 2.390 -1.388 0.861
H 1.577 -1.423 -0.678
H -3.582 -0.017 1.063
H -2.806 0.090 -2.638
H 5.817 1.582 -0.458
H -3.029 -1.213 -1.342
H 5.207 1.165 -0.384
H 1.712 0.964 1.197
H -0.169 -0.499 2.114
H -0.594 0.478 -1.371
H -2.381 -0.563 2.350
H 0.898 1.014 -0.333
```

HOMO-LUMO gap   0.17604 Ha
LUMO energy   2.18 eV
Multiplicity   1
Charge   -1

Here are the Löwdin charges for atoms 1 to 4, given in e: -0.348, -0.168, 0.040, -0.508

=====

Arrangement ii

Entry from the Open Molecules 2025 dataset: a gas-phase ion, C7H13O (charge -1) (ωB97M-V/def2-TZVPD).

XYZ file:
```
21
Properties=species:S:1:pos:R:3
O -0.096 -2.230 1.143
C -2.362 2.731 0.110
C 0.647 -2.732 0.042
C 1.007 -1.666 -0.974
C -1.050 2.106 0.574
C 0.810 0.441 0.526
C 1.694 -0.413 -0.359
C -0.342 1.063 0.023
H 2.083 0.160 -1.226
H 1.287 0.757 1.448
H -0.639 0.743 -0.982
H 0.116 -1.272 -1.399
H 2.575 -0.785 0.176
H -2.883 3.063 1.011
H -0.642 2.552 1.482
H -0.102 -1.247 1.080
H -2.235 3.610 -0.510
H 1.599 -2.065 -1.798
H -0.022 -3.452 -0.456
H -2.952 1.928 -0.339
H 1.508 -3.292 0.426
```

HOMO-LUMO gap   0.18705 Ha
LUMO energy   4.11 eV
Multiplicity   1
Charge   -1

Here are the Löwdin charges for atoms 1 to 4, given in e: -0.121, -0.193, -0.302, -0.223

=====

What should be chosen as the least stable of them? Choose arrangement i.

=====

Arrangement i

Entry from the Open Molecules 2025 dataset: 2 unconnected molecules or ions with the total composition CH3ClN2O2 (ωB97M-V/def2-TZVPD).

XYZ file:
```
9
Properties=species:S:1:pos:R:3
Cl -1.207 1.127 -2.773
O -1.650 -2.010 -0.893
O -2.259 -1.415 -2.885
N -1.476 0.134 -1.437
N -1.758 -1.163 -1.784
C 0.053 -0.028 0.077
H -0.414 -0.959 0.272
H -0.178 0.796 0.747
H 0.951 0.309 -0.516
```

HOMO-LUMO gap (alpha / beta)   0.31253 / 0.31256 Ha
LUMO energy (alpha / beta)   -1.47 / -1.47 eV
Multiplicity   1

Here are the Löwdin charges for atoms 1 to 4, given in e: 0.625, -0.007, -0.001, -0.443

=====

Arrangement ii

Entry from the Open Molecules 2025 dataset: 2 unconnected molecules or ions with the total composition CH3ClN2O2 (ωB97M-V/def2-TZVPD).

XYZ file:
```
9
Properties=species:S:1:pos:R:3
Cl -3.390 -0.080 0.917
O 0.332 -1.150 -0.335
O -1.953 0.823 -1.016
N 1.940 -0.099 0.686
N 1.439 -0.580 -0.358
C -1.982 0.610 0.149
H -1.273 0.590 0.753
H 2.116 -0.597 -1.119
H 2.771 0.482 0.322
```

HOMO-LUMO gap   0.39702 Ha
LUMO energy   0.09 eV
Multiplicity   1

Here are the Löwdin charges for atoms 1 to 4, given in e: 0.634, -0.037, 0.029, 0.105

=====

What should be chosen as the least stable of them? Choose arrangement i.

=====

Arrangement i

Entry from the Open Molecules 2025 dataset: CH3ClN2O2 in the gas phase (ωB97M-V/def2-TZVPD).

XYZ file:
```
9
Properties=species:S:1:pos:R:3
Cl 1.977 -1.226 -0.300
O 1.290 1.222 -0.267
O -2.717 -0.873 -0.155
N -1.600 -0.287 -0.001
N -0.505 -0.851 0.069
C 0.839 -0.006 0.267
H -1.645 0.832 0.264
H 1.581 0.953 -1.234
H 0.780 0.236 1.358
```

HOMO-LUMO gap   0.38377 Ha
LUMO energy   0.04 eV
Multiplicity   1

Here are the Löwdin charges for atoms 1 to 4, given in e: 0.666, -0.118, -0.060, -0.251

=====

Arrangement ii

Entry from the Open Molecules 2025 dataset: a molecular structure, CH3ClN2O2 (ωB97M-V/def2-TZVPD).

XYZ file:
```
9
Properties=species:S:1:pos:R:3
Cl -1.354 -1.752 0.149
O 0.962 0.966 -0.280
O 2.503 0.075 -0.241
N 2.572 -0.857 0.332
N -0.098 0.534 0.474
C -1.162 -0.088 -0.311
H -2.169 0.339 -0.177
H -0.344 0.867 1.438
H -0.909 -0.084 -1.382
```

HOMO-LUMO gap (alpha / beta)   0.32570 / 0.29186 Ha
LUMO energy (alpha / beta)   0.27 / -0.02 eV
Multiplicity   1

Here are the Löwdin charges for atoms 1 to 4, given in e: 0.549, -0.186, -0.008, 0.155

=====

What should be chosen as the least stable of them? Choose arrangement ii.

=====

Arrangement i

Entry from the Open Molecules 2025 dataset: C5H4N2S in the gas phase (ωB97M-V/def2-TZVPD).

XYZ file:
```
12
Properties=species:S:1:pos:R:3
S 2.574 -0.213 -0.057
N -1.190 -1.678 -0.166
N -2.147 1.517 -0.128
C -0.111 -1.129 -0.044
C 1.564 1.246 -0.016
C 1.177 -1.355 -0.127
C -0.965 1.154 0.030
C 0.291 1.274 0.207
H 2.258 2.040 -0.304
H -1.974 -1.409 0.386
H -2.825 0.927 0.147
H 1.347 -2.373 0.073
```

HOMO-LUMO gap   0.27179 Ha
LUMO energy   -0.55 eV
Multiplicity   1

Here are the Löwdin charges for atoms 1 to 4, given in e: 0.924, 0.146, 0.187, -0.323

=====

Arrangement ii

Entry from the Open Molecules 2025 dataset: C5H4N2S in the gas phase (ωB97M-V/def2-TZVPD).

XYZ file:
```
12
Properties=species:S:1:pos:R:3
S -2.589 -0.333 -0.581
N 1.663 2.571 -0.293
N 2.764 -2.025 -0.392
C 1.275 1.420 -0.474
C 2.101 -0.982 -0.275
C 1.041 -0.029 -0.150
C -1.391 0.247 0.604
C -0.181 -0.488 0.345
H -1.183 1.243 0.336
H -1.878 -0.061 -1.662
H -1.549 0.079 1.729
H -0.073 -1.642 0.812
```

HOMO-LUMO gap   0.32899 Ha
LUMO energy   -0.95 eV
Multiplicity   1

Here are the Löwdin charges for atoms 1 to 4, given in e: 0.769, 0.146, 0.147, -0.129

=====

What should be chosen as the least stable of them? Choose arrangement i.

=====

Arrangement i

Entry from the Open Molecules 2025 dataset: a molecular structure, C7H11O7 (ωB97M-V/def2-TZVPD).

XYZ file:
```
25
Properties=species:S:1:pos:R:3
O 1.908 0.696 0.038
O -1.936 1.823 -0.681
O 5.986 -0.515 -0.745
O 2.729 0.396 -2.041
O -3.700 0.680 -1.418
O 0.799 1.362 -1.794
O -2.896 0.381 0.661
C 1.801 0.886 -1.171
C -4.670 -1.050 3.255
C 3.763 -0.437 -1.545
C -2.880 0.950 -0.557
C -3.899 -0.601 0.923
C -3.711 -1.079 2.329
C 4.979 0.387 -1.154
H 6.725 -0.024 -0.377
H -4.510 -1.473 4.248
H -0.838 1.532 -1.126
H 3.407 -1.023 -0.688
H -5.693 -0.757 3.004
H 5.306 0.983 -2.022
H 4.709 1.080 -0.341
H -2.725 -1.487 2.571
H 4.025 -1.121 -2.363
H -4.894 -0.156 0.782
H -3.784 -1.432 0.210
```

HOMO-LUMO gap   0.30611 Ha
LUMO energy   3.04 eV
Multiplicity   1
Charge   -1

Here are the Löwdin charges for atoms 1 to 4, given in e: 0.004, 0.040, -0.077, -0.027

=====

Arrangement ii

Entry from the Open Molecules 2025 dataset: a gas-phase ion, C7H11O7 (charge -1) (ωB97M-V/def2-TZVPD).

XYZ file:
```
25
Properties=species:S:1:pos:R:3
O -1.440 -1.408 -1.159
O 0.125 -2.377 1.371
O 2.103 -0.472 -0.949
O 1.307 1.713 0.954
O -1.694 -0.144 1.168
O 0.426 0.062 2.255
O 2.351 -2.496 0.786
C -0.400 -0.370 -0.888
C 1.199 -2.023 0.513
C 0.937 -0.913 -0.308
C -0.882 0.526 0.315
C -0.062 0.370 -2.183
C -1.544 1.868 0.025
C 0.508 0.556 1.107
H -2.671 1.647 0.287
H -0.944 0.286 -2.876
H 0.800 -0.177 -2.687
H -1.185 2.702 0.671
H 0.193 1.497 -2.032
H 2.143 1.573 1.462
H 2.803 -0.950 -0.424
H 0.141 -1.591 2.012
H -1.423 2.300 -0.970
H -1.008 -0.423 1.880
H -1.783 -1.754 -0.328
```

HOMO-LUMO gap   0.25778 Ha
LUMO energy   3.43 eV
Multiplicity   1
Charge   -1

Here are the Löwdin charges for atoms 1 to 4, given in e: -0.027, 0.001, -0.039, 0.051

=====

What should be chosen as the least stable of them? Choose arrangement ii.

=====

Arrangement i

Entry from the Open Molecules 2025 dataset: a gas-phase ion, CH2F3N2 (charge +1) (ωB97M-V/def2-TZVPD).

XYZ file:
```
8
Properties=species:S:1:pos:R:3
F 2.188 1.189 0.633
F 1.808 -1.887 -0.758
F -0.499 -0.955 1.289
N 0.118 -0.464 0.141
N 2.519 0.032 0.117
C 1.660 -0.778 -0.130
H -0.612 -0.791 -0.542
H 0.193 0.476 0.189
```

HOMO-LUMO gap   0.43372 Ha
LUMO energy   -6.15 eV
Multiplicity   1
Charge   +1

Here are the Löwdin charges for atoms 1 to 4, given in e: 0.084, 0.243, 0.105, 0.258

=====

Arrangement ii

Entry from the Open Molecules 2025 dataset: 2 unconnected molecules or ions with the total composition CH2F3N2 (ωB97M-V/def2-TZVPD).

XYZ file:
```
8
Properties=species:S:1:pos:R:3
F -0.794 -0.645 -1.676
F -0.068 0.001 1.966
F -1.392 -1.562 1.242
N 0.636 0.830 -0.667
N -0.205 -1.067 1.179
C -0.234 -0.091 -0.674
H 1.146 1.143 0.198
H 0.911 1.389 -1.568
```

HOMO-LUMO gap (alpha / beta)   0.35078 / 0.35073 Ha
LUMO energy (alpha / beta)   -6.77 / -6.77 eV
Multiplicity   1
Charge   +1

Here are the Löwdin charges for atoms 1 to 4, given in e: 0.242, 0.045, 0.098, 0.250

=====

What should be chosen as the least stable of them? Choose arrangement ii.